Entry 1:
DFT (wB97M-V/def2-TZVPD) results for a molecular structure, C26H42BrNOP2W.

Each line ends with the Löwdin charge.
Positions of all 74 atoms, in Å:
W 0.0602 -0.1743 -0.1064  1.292
Br 0.3426 -4.0608 6.5760  1.233
P -0.4848 0.8842 -2.0675  0.824
P 2.0188 -1.2722 -0.4415  0.857
O 1.4282 2.4289 1.3171  -0.130
N -4.6357 -2.1013 -2.7946  0.118
C 0.7874 -2.2845 4.4166  -0.033
C -0.6192 -2.1289 2.4168  -0.195
C -0.5293 -0.3275 -3.4510  -0.347
C -2.0858 1.7830 -1.9921  -0.343
C -2.6933 -1.8638 -0.8196  -0.245
C -1.5485 -1.4677 -0.0429  -0.140
C 1.7800 -3.0624 -0.0243  -0.345
C 2.7439 -4.0311 -0.7194  -0.094
C 0.7165 2.2068 -2.5282  -0.348
C 4.4493 -1.7004 1.0533  -0.090
C 0.1952 2.1979 2.0637  -0.118
C 4.2179 -1.4355 -2.2681  -0.089
C -3.5661 -2.8908 -2.8247  -0.080
C -4.8205 -1.2501 -1.7906  -0.081
C 3.3573 -0.6817 0.7028  -0.331
C -2.5632 -2.8344 -1.8461  -0.010
C -3.8790 -1.0888 -0.7648  -0.008
C -0.0791 -3.2646 4.9237  -0.559
C -1.5059 -3.0819 2.9736  0.066
C 2.7292 -1.1152 -2.1410  -0.345
C 0.8264 2.5565 -4.0198  -0.081
C 0.4868 -1.6961 3.1831  -0.003
C -1.2307 -3.6595 4.2128  -0.010
C -2.3294 2.8797 -3.0375  -0.091
C -1.4653 0.0466 -4.6012  -0.093
C -0.8027 -1.6006 1.1054  -0.168
H 4.5250 -1.3121 -3.3131  0.115
H -1.6233 3.7071 -2.9481  0.084
H -5.7436 -0.6667 -1.7710  0.139
H 4.4446 -2.4705 -1.9935  0.073
H 0.7385 -3.3171 -0.2757  0.073
H -1.4323 -0.7398 -5.3676  0.111
H 0.5078 -0.4567 -3.7991  0.079
H -0.8301 -1.2986 -3.0239  0.060
H -2.2864 2.5048 -4.0632  0.071
H 0.4093 3.0834 -1.9374  0.095
H 5.1834 -1.2423 1.7271  0.113
H -3.4796 -3.6114 -3.6403  0.138
H -2.5067 0.1334 -4.2726  0.084
H 2.4659 -5.0619 -0.4641  0.109
H 1.1044 -0.8743 2.7978  0.096
H 2.6873 -3.9389 -1.8076  0.086
H 3.7708 0.2212 0.2298  0.105
H -1.1649 0.9795 -5.0915  0.074
H 1.8373 -3.1376 1.0745  0.085
H -0.1012 2.9742 -4.4296  0.076
H -0.6990 2.2558 1.4095  0.075
H -1.8971 -4.4122 4.6338  0.145
H 2.8488 -0.3212 1.6102  0.063
H 1.5986 3.3260 -4.1587  0.115
H 1.1175 1.6997 -4.6361  0.088
H -2.3999 -3.3476 2.4088  0.152
H -2.1251 2.2273 -0.9852  0.085
H 4.8332 -0.7596 -1.6691  0.087
H 4.0496 -2.5763 1.5729  0.081
H 0.1138 2.9277 2.8954  0.129
H -1.6878 -3.4833 -1.8930  0.121
H -2.8736 1.0169 -2.0075  0.071
H 2.1153 -1.7511 -2.7983  0.095
H 3.7802 -3.8927 -0.3917  0.075
H -3.3327 3.3035 -2.9071  0.112
H 1.7001 1.9125 -2.1336  0.067
H 1.6793 -1.9841 4.9702  0.140
H 2.5316 -0.0732 -2.4496  0.065
H 5.0083 -2.0356 0.1732  0.074
H -4.0162 -0.3511 0.0250  0.127
H 1.2557 3.2340 0.7959  0.103
H 0.2121 1.1695 2.4732  0.053

Values from the calculation:
<S²>: 2.066
LUMO (alpha / beta): -14.8 / -15.9 eV
gap between HOMO and LUMO (alpha / beta): 0.1752 / 0.1343 Eh
total charge: +4
energy relative to the best compared isomer or geometry (same formula, charge and spin): 0.0000 eV
calculated total energy: -4467.931323 Ha
2S+1: 3

=====

Entry 2:
DFT (wB97M-V/def2-TZVPD) results for a molecular structure, C26H42ClN4O4Yb.

Each line ends with the Löwdin charge.
Positions of all 78 atoms, in Å:
Yb -1.2081 -0.0581 0.3792  1.000
Cl -3.4206 0.8897 1.0988  -0.001
O -0.3731 -2.3762 -0.1238  -0.114
O -0.5547 -0.7057 2.3698  -0.127
O 1.5500 -0.2530 -3.7778  0.000
O 1.4694 0.1120 -0.0454  -0.037
N 3.2989 1.3428 -0.8035  -0.200
N -1.2910 0.0471 4.3956  -0.182
N 0.5821 -4.2936 -0.9312  -0.184
N 0.0695 2.2472 1.2836  0.088
C 0.8231 4.0296 -3.7362  -0.094
C 2.5299 0.2203 -0.6952  -0.277
C -0.3342 3.4297 0.7282  -0.303
C 0.5395 -2.9545 -0.7562  -0.254
C 0.4500 0.2807 -3.9531  -0.210
C 0.9825 3.9806 2.4749  -0.037
C 0.1828 4.5288 1.4776  -0.022
C 3.8327 1.7068 -2.1043  -0.065
C 3.8841 2.0391 0.3382  -0.040
C -1.1628 3.5566 -0.4765  -0.033
C 0.1194 1.7565 -3.9263  -0.201
C -2.4179 1.0962 -2.1559  -0.311
C 0.3224 4.2637 -5.0191  -0.080
C -3.9213 1.0826 -2.2069  -0.139
C 1.7653 1.6123 3.0639  -0.039
C 0.6986 2.7865 -3.1226  -0.036
C -2.0115 -1.3229 -1.9775  -0.211
C 0.9444 2.5620 2.2938  -0.318
C -1.2730 0.0360 3.0617  -0.416
C -0.3836 3.2577 -5.7152  -0.072
C -0.5515 2.0319 -5.1130  -0.066
C -2.2247 0.9491 5.0493  -0.036
C 1.6244 -4.9251 -1.7117  -0.053
C -0.3927 -5.1733 -0.3041  -0.029
C -1.7173 0.0705 -1.6845  -0.475
C -0.6525 -0.9726 5.2128  -0.032
H 1.3729 -2.4030 -1.2309  0.134
H -1.9930 2.0231 -2.5538  0.063
H -1.0679 1.1994 -5.6230  0.128
H -2.4010 -1.8044 -1.0478  0.065
H -1.4190 -1.6073 5.6729  0.094
H 1.3736 4.8232 -3.2192  0.107
H 4.9378 2.2465 0.1097  0.087
H 3.6204 2.7680 -2.2916  0.090
H 3.3544 1.1049 -2.8803  0.072
H 1.9113 0.6854 2.5038  0.069
H -0.6623 4.2062 -1.2073  0.084
H 2.2397 -5.5826 -1.0909  0.090
H -4.3166 0.0626 -2.0517  0.066
H 1.0891 2.5675 -2.1239  0.109
H -0.1343 -0.4633 6.0277  0.085
H 3.3777 3.0021 0.5035  0.088
H -1.7293 1.3683 5.9301  0.090
H -1.1938 -4.5739 0.1323  0.090
H -2.0270 0.7535 2.5750  -0.041
H -2.8857 -1.2696 -2.6547  0.076
H 1.5478 4.4827 3.2617  0.106
H 2.2626 -4.1682 -2.1667  0.089
H 4.9200 1.5567 -2.1240  0.086
H 3.8276 1.4354 1.2552  0.080
H 2.7383 2.0779 3.2808  0.085
H -1.3340 2.5776 -0.9302  0.019
H -3.1212 0.3869 5.3499  0.099
H 0.0535 -1.5900 4.6442  0.094
H -4.1977 1.4914 -3.1927  0.066
H -1.2442 -1.9914 -2.3901  0.061
H -0.7907 -5.8618 -1.0628  0.093
H -2.1410 3.9926 -0.2295  0.107
H -4.2952 1.7185 -1.3853  0.033
H -0.5925 -0.2641 -3.9516  0.132
H -0.7809 3.4116 -6.7097  0.101
H 1.2981 1.3942 4.0340  0.084
H 1.1900 -5.5444 -2.5011  0.091
H -2.5002 1.7339 4.3350  0.094
H 0.4811 5.2156 -5.5278  0.100
H -0.0417 5.5707 1.2539  0.109
H 2.9386 -0.6418 -1.2729  0.138
H 0.0949 -5.7791 0.4747  0.095

Values from the calculation:
<S²>: 0.762
LUMO (alpha / beta): 0.5 / -1.5 eV
gap between HOMO and LUMO (alpha / beta): 0.2024 / 0.1248 Eh
calculated total energy: -3154.629667 Ha
2S+1: 2

=====

Entry 3:
DFT (wB97M-V/def2-TZVPD) results for a molecular structure, C26H43BBr2F5NO8P2.

Each line ends with the Löwdin charge.
Positions of all 88 atoms, in Å:
Br 0.5576 -2.9205 0.4752  0.712
Br 3.3823 -1.8346 -0.5810  0.660
P -5.9546 4.9194 -0.8147  0.700
P 7.9893 -3.6897 1.3603  0.700
F -3.4349 -1.4341 3.1239  0.118
F -2.4216 -2.0099 -3.3985  0.015
F -3.1202 -3.6170 3.0231  0.076
F -1.1917 -3.5401 -2.2880  0.030
F -5.1667 -2.9002 3.4129  0.112
O 9.0851 -4.8961 0.9329  -0.250
O 9.1315 -3.0654 2.3822  -0.261
O -6.6881 6.2160 -0.0277  -0.251
O -4.4945 5.6657 -0.6036  -0.258
O 7.2289 -4.7388 2.3859  -0.231
O 7.0252 -2.5285 1.5040  -0.220
O -5.3716 3.6147 -1.3247  -0.222
O -6.4060 5.5477 -2.2753  -0.232
N -0.3429 2.3338 -0.9607  0.105
C -7.5777 5.0288 -2.8957  -0.292
C -3.3194 4.9154 -0.2992  -0.280
C 9.2919 -1.6574 2.5418  -0.288
C 6.3765 -6.4946 0.9306  -0.082
C 8.6177 -1.1990 3.8206  -0.074
C -5.9045 8.2515 -1.2130  -0.076
C -2.4808 4.7305 -1.5483  -0.070
C -4.0293 -2.5964 2.7138  -0.485
C -8.8393 5.5292 -2.2144  -0.084
C -3.1069 -2.5075 -1.1319  -0.072
C -1.2369 0.3307 -2.1179  -0.043
C 10.2027 -5.3025 1.7260  -0.276
C -4.2327 -2.6500 1.1601  -0.071
C -3.0398 -2.4368 0.3182  0.026
C -5.6260 -3.0075 -0.8757  -0.044
C 1.7430 -1.1916 -1.4624  -0.673
C 6.0511 -5.3935 1.9243  -0.287
C 1.9624 -0.2141 -2.6588  -0.113
C -2.1451 1.3304 0.3033  -0.017
C -1.9136 -2.3441 -2.1102  -0.349
C 0.5117 -1.6414 -1.0246  -0.536
C -5.5622 -2.9387 0.6020  0.014
C -6.1205 7.5219 0.0968  -0.275
C -4.4435 -2.7942 -1.7176  0.014
C -1.1869 1.3590 -0.9341  -0.372
C 9.8470 -5.9015 3.0711  -0.076
B -0.8521 -1.1761 -1.7264  -0.213
H -6.6116 -3.2161 -1.3618  0.102
H 9.4270 -5.1581 3.7486  0.070
H 7.1239 -7.1767 1.3399  0.074
H 5.5551 -5.8221 2.7967  0.120
H 8.9175 -1.1150 1.6726  0.104
H 6.7910 -6.0797 0.0075  0.070
H -5.2069 7.4833 0.6906  0.112
H 8.6498 -0.1112 3.9104  0.077
H -3.0624 4.3048 -2.3694  0.078
H -1.8118 2.0791 1.0628  0.089
H -2.2750 0.3678 -2.5531  0.124
H 10.3645 -1.4556 2.6046  0.116
H -9.7282 5.2207 -2.7688  0.078
H 5.3660 -4.6643 1.4794  0.104
H -7.5490 3.9342 -2.8958  0.108
H 3.0704 -0.0507 -2.7964  0.072
H -3.1472 1.7017 -0.0777  0.086
H 9.1104 -6.6990 2.9632  0.073
H -2.0786 -2.2189 0.8364  0.064
H 10.7414 -6.3115 3.5455  0.082
H -0.5505 0.6767 -2.9470  0.112
H -5.1202 7.7881 -1.8115  0.070
H 10.7123 -6.0711 1.1381  0.120
H -6.8151 8.2568 -1.8140  0.073
H -8.8312 6.6179 -2.1369  0.075
H 5.4804 -7.0639 0.6752  0.078
H 7.5761 -1.5219 3.8662  0.075
H -1.6275 4.0789 -1.3519  0.034
H -2.7491 5.4852 0.4390  0.120
H 1.6166 -0.7358 -3.5904  0.102
H -2.1092 5.6962 -1.9009  0.078
H -2.2777 0.2917 0.6972  0.064
H 10.9144 -4.4827 1.8268  0.112
H 9.1167 -1.6358 4.6889  0.076
H -6.8387 8.0960 0.6890  0.120
H 1.5144 0.7980 -2.5233  0.060
H -4.5574 -2.8777 -2.8227  0.114
H 0.2198 2.2968 -1.8180  0.042
H -6.4533 -3.1173 1.2472  0.115
H -5.6052 9.2841 -1.0202  0.082
H -8.9183 5.1350 -1.1974  0.069
H -7.5674 5.3588 -3.9358  0.119
H -3.5700 3.9601 0.1629  0.082

Values from the calculation:
LUMO: -1.3 eV
gap between HOMO and LUMO: 0.2971 Eh
calculated total energy: -8027.986730 Ha

=====

- Number 2 is which compound?
  C26H42ClN4O4Yb